43
Properties=species:S:1:pos:R:3:lowdin_charge:R:1 method="wB97M-V/def2-TZVPD" charge=+2 homo_ev="-14.480 / -14.481" max_force_ev_per_a=0.2 e_lumo_ev="-8.57 / -8.57" multiplicity=1
Au 1.562 -1.199 -0.186 1.014
C 4.885 1.638 1.187 0.003
C 4.467 0.508 2.074 -0.240
N 5.238 0.203 3.103 0.164
C 4.905 -0.776 3.941 -0.045
C 3.748 -1.523 3.828 -0.113
C 3.462 -2.605 4.836 -0.175
O 2.949 -3.756 4.170 -0.054
C 2.902 -1.227 2.743 -0.067
C 1.657 -1.932 2.603 0.004
N 0.913 -2.006 1.546 -0.068
C -0.370 -2.642 1.597 -0.303
C -1.123 -2.673 2.766 0.007
C -2.328 -3.358 2.800 -0.019
C -2.809 -4.000 1.668 -0.026
C -2.095 -3.936 0.478 -0.110
C -0.898 -3.249 0.466 -0.571
I 0.142 -3.079 -1.351 1.255
C 3.270 -0.203 1.855 -0.249
O 2.494 0.198 0.837 -0.181
H 5.971 1.671 1.140 0.096
H 4.542 2.587 1.604 0.103
H 4.469 1.542 0.186 0.068
H 5.612 -0.984 4.735 0.134
H 2.742 -2.237 5.577 0.140
H 4.386 -2.834 5.368 0.134
H 3.121 -4.539 4.703 0.112
H 1.304 -2.469 3.476 0.138
H -0.786 -2.143 3.647 0.130
H -2.902 -3.372 3.716 0.130
H -3.752 -4.527 1.696 0.130
H -2.484 -4.403 -0.416 0.115
Br 4.254 -2.277 -1.767 0.853
C 3.433 -0.750 -2.475 -0.728
C 3.976 -0.100 -3.566 -0.058
C 3.355 1.047 -4.032 0.011
C 2.216 1.520 -3.392 -0.003
C 1.727 0.825 -2.312 -0.087
N 2.321 -0.303 -1.872 -0.168
H 4.873 -0.489 -4.028 0.125
H 3.764 1.572 -4.884 0.138
H 1.712 2.417 -3.721 0.132
H 0.852 1.153 -1.768 0.129